# 1
Molecular formula: C24H39AlNO25P2
Method: DFT, ωB97M-V/def2-TZVPD

XYZ file:
```
92
Properties=species:S:1:pos:R:3:forces:R:3
C 4.021505 -0.005609 0.289918 -0.11 0.04 -0.18
C 3.992996 0.133608 -1.218341 -0.09 -0.35 -0.17
O 4.725471 1.287133 -1.672295 0.13 0.02 0.26
C 4.304421 2.501768 -1.227934 0.46 0.19 0.24
O 5.136056 3.273636 -0.800972 -0.41 -0.23 -0.38
C 2.838545 2.774507 -1.351010 -0.07 0.02 0.56
C 2.407267 4.214745 -1.103040 -0.34 0.19 -0.58
C 0.968213 4.401670 -1.640498 0.34 -0.89 0.22
Al -0.365199 3.279481 -0.650670 0.02 0.65 0.51
O 0.390372 2.829229 0.979463 -0.19 0.05 -0.26
N -0.555435 2.401836 1.840320 0.02 0.16 -0.09
O -0.403556 2.821926 2.939460 0.16 -0.15 0.18
P -0.825801 1.439905 -2.091667 -0.33 0.34 -0.74
P -2.133331 -0.015782 -1.204484 0.67 -0.46 1.01
O -2.063299 -0.208900 0.257907 0.00 -0.03 -0.12
O -1.807103 -1.411683 -1.940055 -0.30 -0.03 -0.24
O -3.627547 0.291311 -1.710012 -0.04 0.23 -0.26
H 5.045062 0.135119 0.636888 -0.04 -0.04 0.13
H 3.687505 -1.007760 0.551897 0.09 -0.05 0.07
H 3.359110 0.705574 0.785621 0.09 0.08 0.02
H 4.510839 -0.714797 -1.665173 0.04 0.11 -0.07
H 2.975018 0.126424 -1.614844 -0.02 0.14 0.02
H 2.351996 2.144685 -0.594670 -0.10 -0.08 -0.15
H 2.501709 2.410735 -2.324680 0.02 0.01 -0.06
H 2.425772 4.420112 -0.032564 0.24 0.08 0.00
H 3.097423 4.886574 -1.621061 0.09 0.03 0.19
H 0.962622 4.020253 -2.670300 -0.04 0.29 -0.15
H 0.684408 5.452979 -1.672289 -0.04 0.03 0.07
H -1.696041 4.120465 -0.332242 -0.18 -0.28 -0.12
H 0.342991 0.660065 -2.171942 -0.04 -0.24 0.22
H -2.482468 -1.649577 -2.597255 0.04 0.20 -0.03
H -3.739222 1.221873 -1.938841 -0.06 -0.03 -0.04
C -0.083369 -2.584012 1.083331 -0.14 0.05 0.06
C 0.288305 -1.798024 2.320755 -0.09 0.09 -0.05
O 1.565922 -2.369373 2.669448 -0.01 0.01 0.02
C 2.103649 -2.910825 1.559002 -0.10 0.04 0.04
O 3.225946 -3.308080 1.475791 0.08 -0.04 -0.01
O 1.210732 -2.930829 0.551557 -0.02 -0.04 0.00
H -0.651872 -1.990462 0.380220 0.05 0.03 -0.17
H -0.619437 -3.507048 1.314735 0.06 -0.03 0.04
H 0.417520 -0.735730 2.111490 0.00 -0.01 -0.03
H -0.412398 -1.919052 3.140949 0.10 -0.08 0.07
C 6.188293 5.247205 1.335584 0.11 0.05 -0.09
C 7.409841 6.105292 1.604537 0.06 -0.14 -0.01
O 6.832076 7.359690 1.969059 0.03 0.00 -0.02
C 5.573672 7.128225 2.431735 -0.01 -0.08 -0.01
O 4.902986 7.943574 2.973666 -0.02 0.05 0.03
O 5.212296 5.850226 2.196778 0.05 0.03 0.01
H 6.326446 4.201031 1.590033 -0.15 0.00 0.09
H 5.843483 5.315030 0.305288 -0.07 0.00 0.02
H 8.004454 5.737354 2.443855 -0.02 -0.01 0.01
H 8.053640 6.224753 0.736428 -0.04 0.14 -0.02
C -3.294553 -5.676763 -2.101163 0.11 -0.32 0.05
C -2.195033 -5.515181 -3.131451 0.06 0.03 0.10
O -2.685169 -4.417416 -3.918387 -0.01 -0.03 -0.01
C -3.543347 -3.704481 -3.158880 -0.03 -0.03 0.09
O -3.983334 -2.633083 -3.446813 0.12 -0.05 -0.12
O -3.829757 -4.353878 -2.016374 -0.06 -0.04 0.01
H -2.938920 -6.007197 -1.130467 -0.04 0.15 0.06
H -4.085816 -6.348909 -2.438976 0.00 0.00 -0.02
H -1.244425 -5.223127 -2.683815 -0.02 0.04 0.02
H -2.045540 -6.392869 -3.753699 -0.09 0.08 -0.14
C -5.655163 -5.733493 1.375001 0.15 0.07 -0.02
C -5.279307 -4.822910 2.527274 -0.13 0.10 -0.05
O -4.056208 -5.410923 2.997349 -0.05 0.00 0.01
C -3.500590 -6.104364 1.981405 0.01 0.05 0.03
O -2.403446 -6.563255 1.989034 0.05 -0.03 -0.02
O -4.363237 -6.204932 0.947444 -0.11 -0.04 -0.04
H -6.157062 -5.221399 0.564412 0.10 0.00 -0.12
H -6.253867 -6.587188 1.685786 0.01 -0.04 0.02
H -5.073526 -3.802315 2.202024 0.02 -0.01 -0.04
H -6.017304 -4.802495 3.322666 0.08 -0.08 0.10
C 6.314710 4.877832 -3.130497 0.19 0.01 -0.08
C 7.433448 5.734402 -3.692293 0.07 -0.11 0.03
O 6.721775 6.771675 -4.370051 0.04 -0.02 0.00
C 5.485481 6.870758 -3.813441 -0.02 -0.06 0.04
O 4.717509 7.745350 -4.041337 -0.02 0.04 -0.02
O 5.264382 5.838655 -2.969416 0.03 0.01 0.00
H 6.554490 4.409379 -2.183212 -0.17 0.06 0.10
H 5.985848 4.109065 -3.832249 -0.02 0.02 -0.02
H 8.045953 6.184501 -2.907797 -0.02 0.00 0.02
H 8.077917 5.204260 -4.388860 -0.05 0.07 -0.10
C -10.572968 -5.087440 4.169954 -0.02 0.04 0.10
C -9.761865 -3.807315 4.248947 -0.09 0.03 0.07
O -8.680753 -4.085450 3.352075 0.02 0.02 0.05
C -9.084124 -5.030661 2.473496 -0.03 0.05 -0.04
O -8.474661 -5.351281 1.504936 -0.09 -0.02 0.05
O -10.269498 -5.556027 2.850818 -0.04 -0.01 0.04
H -11.642709 -4.932689 4.276262 -0.02 -0.02 -0.15
H -10.242441 -5.836245 4.891317 0.03 0.01 0.00
H -10.309167 -2.940298 3.877302 -0.01 -0.01 -0.03
H -9.380197 -3.592707 5.242834 0.14 -0.04 -0.04
```
Positions in Å, forces in eV/Å.

Results
HOMO energy = -5.51 eV
spin multiplicity = 1
LUMO = 1.354 eV
DFT total energy = -103377.47890 eV
charge = -1



# 2
Molecular formula: C3H4GaMgO4
Method: DFT, ωB97M-V/def2-TZVPD

XYZ file:
```
13
Properties=species:S:1:pos:R:3:forces:R:3
O 1.857065 0.123872 0.632969 0.85 -0.13 0.91
C 0.664479 0.431158 0.046525 -1.64 -1.37 -3.77
O -0.267751 1.063184 0.906195 0.86 1.21 2.00
C 0.244275 2.242777 1.585995 -3.28 -0.36 -1.31
Ga 2.027589 1.425663 1.885490 -0.18 -0.46 -0.46
H 0.091505 -0.536532 -0.444967 1.39 1.89 1.75
H -0.456463 2.432932 2.412516 0.84 -0.24 0.18
H 0.162298 3.106763 0.896761 1.08 -0.22 0.28
H 0.791328 1.073335 -0.856493 0.21 -0.10 0.54
O -2.097622 -2.067504 -1.626998 0.11 0.12 0.19
C -0.876756 -2.157857 -1.384271 -0.81 -1.46 -0.96
O -0.188410 -3.156357 -1.678828 0.00 0.19 0.20
Mg -1.951536 -3.981436 -2.374894 0.57 0.93 0.44
```
Positions in Å, forces in eV/Å.

Results
HOMO energy (alpha / beta) = -16.31 / -17.33 eV
spin multiplicity = 2
expectation value of S² = 0.76
LUMO (alpha / beta) = -10.235 / -10.295 eV
DFT total energy = -69165.32706 eV
charge = +2



# 3
Molecular formula: C13H25ClFNO5
Method: DFT, ωB97M-V/def2-TZVPD

XYZ file:
```
46
Properties=species:S:1:pos:R:3:forces:R:3
C -0.891924 6.918186 -3.750829 -0.15 -0.09 0.29
C -1.112101 5.560649 -3.075422 0.21 0.01 -0.12
C 0.003292 4.528518 -3.307614 -0.40 0.07 0.21
Cl 0.710736 4.617601 -4.950500 0.02 0.03 -0.08
C -0.505185 3.100556 -3.152921 -0.02 0.07 0.23
O -0.828159 2.821215 -1.769468 0.04 -0.18 -0.19
C -0.015397 1.933473 -1.149736 -0.21 -0.60 0.25
O -0.429385 0.904869 -0.689931 0.08 0.60 -0.15
C 1.443392 2.341252 -0.957839 0.14 -0.11 -0.13
C 1.531217 3.062153 0.365118 -0.13 0.64 0.00
O 1.237356 4.196849 0.557335 0.22 -0.64 0.01
F 1.971096 2.269225 1.357787 -0.07 0.10 -0.14
H -1.465054 7.682178 -3.222753 0.01 -0.02 -0.06
H -1.235468 6.903773 -4.784549 0.22 0.01 -0.01
H 0.159467 7.205803 -3.710776 -0.04 0.04 -0.10
H -1.162881 5.709399 -1.992546 -0.12 -0.16 -0.08
H -2.058845 5.125140 -3.404840 -0.02 0.09 0.06
H 0.796198 4.730473 -2.587988 0.19 -0.06 -0.21
H -1.440393 2.983222 -3.704985 0.11 -0.01 0.02
H 0.198824 2.358094 -3.536811 0.08 0.14 0.08
H 1.786857 3.035376 -1.723278 -0.07 -0.04 0.01
H 2.053046 1.438164 -0.967223 -0.06 0.11 0.11
C -0.475097 -2.597652 -0.563456 0.11 -0.03 -0.05
O 0.689217 -2.896723 0.185344 -0.12 -0.02 0.02
C 0.959785 -1.967442 1.228860 0.13 0.04 0.01
C 0.824482 -2.626792 2.583820 -0.11 -0.08 -0.02
N -0.563848 -2.960322 2.867858 0.09 -0.10 -0.03
C -0.764228 -3.767500 4.065618 -0.10 0.09 -0.05
C -0.174708 -5.173111 4.087476 0.02 -0.02 0.15
O -0.778112 -6.064636 3.169843 0.03 0.02 -0.07
C -0.226791 -6.067720 1.866801 -0.09 -0.09 0.03
H -0.511010 -3.296405 -1.398101 0.02 -0.03 0.02
H -1.387201 -2.714880 0.031843 -0.01 0.06 0.00
H -0.436884 -1.578763 -0.954032 -0.08 0.02 0.01
H 0.300588 -1.098852 1.151379 -0.03 -0.02 0.02
H 1.991945 -1.623730 1.107974 -0.01 0.02 -0.02
H 1.184337 -1.934680 3.351314 0.01 -0.01 0.02
H 1.483621 -3.506724 2.590748 0.07 0.05 0.02
H -0.951763 -3.451922 2.072856 -0.02 0.02 -0.01
H -1.841599 -3.859353 4.222760 0.00 -0.01 0.03
H -0.365582 -3.214913 4.922853 0.03 0.00 0.00
H -0.362955 -5.591587 5.079731 0.00 -0.02 -0.01
H 0.913161 -5.167680 3.946984 -0.01 0.04 -0.06
H 0.844168 -5.847940 1.882246 0.01 0.03 -0.01
H -0.725445 -5.351773 1.207299 0.07 0.04 -0.01
H -0.372770 -7.065067 1.451751 0.00 0.00 0.02
```
Positions in Å, forces in eV/Å.

Results
SMILES = CC[C@H](Cl)COC(=O)CC(=O)F.COCCNCCOC
HOMO energy = -8.51 eV
spin multiplicity = 1
LUMO = 0.409 eV
DFT total energy = -40852.71967 eV
charge = 0



# 4
Molecular formula: C30H49HgO21S2
Method: DFT, ωB97M-V/def2-TZVPD

XYZ file:
```
103
Properties=species:S:1:pos:R:3:forces:R:3
Hg -2.982856 2.503185 -1.822715 1.08 -1.98 1.07
C -0.437294 -0.122492 -0.942796 0.08 0.00 0.50
C -1.564320 0.438306 -0.032638 1.38 0.86 -1.51
O -2.798020 0.517479 -0.677670 -0.75 0.94 -0.25
H 0.411968 -0.323777 -0.283348 -0.01 -0.38 -0.04
H -0.021394 0.505531 -1.733486 -0.54 0.43 0.06
H -0.771647 -1.038391 -1.433599 0.04 -0.15 0.18
H -1.244662 1.438378 0.293571 0.17 0.04 0.22
H -1.502044 -0.165028 0.878408 -0.91 -0.24 0.02
C -4.897781 -2.426333 1.131350 1.02 0.27 0.98
C -4.201027 -2.319574 -0.211608 1.78 -0.36 -0.62
O -4.330218 -3.592170 -0.856813 -1.41 -1.23 0.20
S -4.745583 -4.743862 0.235944 0.82 0.40 -0.72
O -3.516223 -5.224011 0.834631 -1.48 0.92 -0.12
O -5.624170 -5.697282 -0.363938 0.37 1.14 0.69
O -5.554511 -3.683315 1.196504 0.08 -1.41 -0.95
H -5.568374 -1.599222 1.348730 -0.35 -0.34 -0.11
H -4.125466 -2.460314 1.903009 -0.09 0.30 0.09
H -3.111152 -2.280546 -0.129818 -0.07 0.74 0.64
H -4.462065 -1.481248 -0.853336 -0.56 -0.35 -0.13
C 3.535383 -0.629689 4.214003 -0.39 -1.23 0.42
C 2.737574 0.293700 5.082377 -0.63 0.10 1.28
O 2.081879 1.213388 4.217226 -0.66 0.32 -1.11
S 2.163527 0.749144 2.653470 1.43 -0.05 2.12
O 2.343333 1.932991 1.864139 -0.10 -1.36 0.41
O 1.127575 -0.204722 2.381261 0.57 0.61 -0.10
O 3.597566 -0.036243 2.923852 -0.75 0.86 -1.06
H 3.003466 -1.581318 4.157609 0.10 -0.06 -0.33
H 4.484462 -0.839764 4.702905 0.45 0.31 -0.85
H 3.306654 0.826294 5.843744 0.22 0.46 -0.51
H 2.024739 -0.287059 5.672440 -0.34 0.09 -0.28
O -2.041534 1.169195 -3.522018 -0.68 0.10 -0.52
C -1.372777 0.700684 -4.412904 0.80 0.09 0.36
O -0.039975 0.879573 -4.388028 -0.34 0.39 -0.12
C 0.651637 -0.039269 -5.268327 -0.88 -1.07 0.92
C -0.468326 -0.609902 -6.152208 -0.47 -0.51 -1.31
C -1.813995 -0.140024 -5.585990 0.57 0.99 0.61
H 1.053828 -0.777919 -4.572757 0.23 -0.17 -0.30
H 1.472194 0.439444 -5.794117 -0.26 0.28 -0.03
H -0.585342 -1.689692 -6.238115 0.91 -0.10 0.30
H -0.282051 -0.279790 -7.174031 -0.36 0.15 -0.01
H -2.489862 -0.913152 -5.225827 0.17 -0.15 -0.04
H -2.406203 0.522505 -6.218754 0.11 -0.08 -0.21
O 5.891099 -1.885142 -2.984124 -0.68 0.22 0.15
C 5.073433 -1.400838 -2.241315 1.79 -0.23 -1.33
O 5.092096 -1.679134 -0.941491 -1.04 0.84 0.71
C 4.064178 -0.898774 -0.272643 -0.53 -0.86 0.43
C 3.377226 0.038966 -1.299412 0.78 0.00 0.71
C 4.016229 -0.397075 -2.612155 -0.97 0.08 0.32
H 4.516813 -0.475126 0.621272 0.10 0.45 -0.29
H 3.316981 -1.608885 0.087641 0.04 -0.14 -0.02
H 3.605361 1.087839 -1.104146 0.08 -0.03 0.15
H 2.296830 -0.070778 -1.246596 0.08 -0.17 -0.16
H 4.412113 0.485313 -3.108560 0.26 -0.43 -0.46
H 3.292700 -0.942707 -3.218276 0.12 0.19 -0.29
O -2.968064 2.161158 5.276881 0.04 -0.31 -0.93
C -2.462668 1.136020 4.881033 -0.20 1.47 2.69
O -2.916830 0.423121 3.877769 -0.98 -0.92 -1.32
C -2.212795 -0.834448 3.724731 1.22 1.01 0.71
C -1.323817 -0.911049 4.959001 0.54 -0.43 0.46
C -1.247757 0.512587 5.511866 0.18 -0.58 -1.14
H -1.536980 -0.711450 2.879941 -0.55 -0.40 -0.46
H -2.874062 -1.694592 3.721310 -0.30 0.31 -0.59
H -0.343802 -1.290684 4.668933 -0.06 -0.23 0.20
H -1.799327 -1.592201 5.665002 0.30 0.08 0.24
H -0.441580 1.094187 5.051557 0.33 -0.24 0.16
H -1.154906 0.583713 6.590299 -0.37 0.21 -0.04
O 1.998809 -2.904033 -2.102958 -0.35 -0.29 0.06
C 1.275457 -3.828549 -1.805002 0.66 1.13 1.06
O 1.097674 -4.876726 -2.573315 -0.26 -1.18 -0.67
C 0.138395 -5.802253 -1.988930 -0.96 0.57 -0.35
C -0.622428 -4.966596 -0.945570 0.63 -0.48 -0.08
C 0.440587 -3.979992 -0.544371 -0.27 0.60 0.57
H 0.637655 -6.685079 -1.596325 0.21 0.15 0.06
H -0.560669 -6.087517 -2.772481 0.34 -0.23 -0.19
H -0.929048 -5.590492 -0.109624 -0.48 0.15 -0.14
H -1.435897 -4.406350 -1.405653 -0.30 -0.45 0.04
H 0.981280 -4.367326 0.321302 0.54 0.11 -0.29
H 0.017589 -3.021853 -0.241654 0.22 0.08 -0.06
O -2.369452 3.821405 -0.076859 0.37 0.55 -0.36
C -1.641726 3.922026 0.896591 -2.10 -0.43 1.16
O -0.554333 4.647131 0.930381 0.30 -0.17 -0.69
C 0.004999 4.653057 2.255448 -0.08 -0.90 1.06
C -0.686698 3.487973 2.996386 -0.21 0.15 0.19
C -2.030912 3.365069 2.278070 1.25 0.40 -0.08
H -0.252975 5.605126 2.715583 0.18 0.07 -0.08
H 1.078085 4.485287 2.216418 0.01 0.32 -0.30
H -0.772396 3.705982 4.059541 -0.07 -0.03 -0.02
H -0.174827 2.533564 2.891165 0.43 0.14 -0.11
H -2.767788 4.005593 2.763865 -0.20 0.06 -0.35
H -2.401347 2.343944 2.249223 -0.18 0.11 -0.26
O -0.738200 3.318107 -2.370491 -0.43 0.26 -0.02
C 0.379530 3.769553 -2.376947 0.61 0.07 -0.30
O 0.681792 4.954392 -2.923960 -0.62 0.25 0.05
C 2.094290 5.293088 -2.776348 -0.60 -1.32 0.63
C 2.525807 4.293244 -1.701544 2.35 -0.09 -0.40
C 1.643103 3.078597 -1.898345 -1.22 1.12 0.32
H 2.198613 6.311037 -2.415061 -0.19 0.11 -0.41
H 2.558152 5.106278 -3.742584 0.11 0.28 0.02
H 2.558127 4.788362 -0.731620 -0.76 -0.39 0.22
H 3.573515 4.013016 -1.843878 0.03 0.09 -0.13
H 1.439725 2.490316 -1.007037 0.11 -0.14 -0.10
H 1.906127 2.450911 -2.752264 0.43 -0.14 0.19
```
Positions in Å, forces in eV/Å.

Results
HOMO energy = -11.52 eV
spin multiplicity = 1
LUMO = -5.005 eV
DFT total energy = -100737.63523 eV
charge = +1